Here is 16 unconnected molecules or ions with the total composition C23H71BrN2O17S from the OMol25 dataset. Energies are from the ωB97M-V functional and the def2-TZVPD basis.

ORCA input file:
```
! wB97M-V def2-TZVPD RIJCOSX def2/J DEFGRID3
* xyz 0 1
N 2.31 0.07 -1.11
C 1.33 0.62 -1.08
C 0.05 1.37 -1.44
C 0.13 2.82 -0.87
C 0.31 2.76 0.68
C -0.26 4.10 1.28
Br -2.23 4.15 1.19
C -0.34 1.29 -2.96
C -1.67 0.54 -3.09
N -2.60 -0.07 -3.01
C 0.76 0.69 -3.88
S 0.54 1.16 -5.63
O 0.53 2.62 -5.73
O 1.65 0.66 -6.45
H -0.77 0.86 -0.88
H 1.04 3.30 -1.28
H -0.80 3.36 -1.17
H -0.24 1.90 1.12
H 1.37 2.69 0.99
H 0.16 4.91 0.66
H 0.08 4.21 2.32
H -0.57 2.33 -3.28
H 1.79 1.04 -3.63
H 0.78 -0.43 -3.76
H -0.67 0.76 -6.13
C 1.40 -3.92 -4.46
O 1.62 -2.56 -4.06
H 0.33 -4.06 -4.62
H 1.93 -4.12 -5.40
H 1.75 -4.60 -3.68
H 2.57 -2.46 -3.92
C 1.77 5.38 -3.16
O 1.41 6.00 -1.92
H 1.36 4.37 -3.18
H 1.34 5.96 -3.99
H 2.85 5.34 -3.25
H 1.78 6.88 -1.93
C -5.42 1.03 -1.01
O -4.78 1.43 0.19
H -5.31 1.82 -1.75
H -4.97 0.11 -1.39
H -6.49 0.86 -0.83
H -4.89 0.71 0.83
C 2.09 3.10 4.79
O 2.20 4.22 3.91
H 1.83 2.22 4.20
H 3.05 2.93 5.29
H 1.32 3.29 5.53
H 2.44 4.99 4.44
C 2.86 -2.60 1.27
O 2.37 -2.77 2.60
H 2.15 -2.00 0.71
H 3.83 -2.10 1.28
H 2.95 -3.58 0.78
H 3.02 -3.31 3.07
C 0.28 -5.52 4.09
O 0.87 -5.51 2.80
H -0.31 -6.43 4.20
H 1.06 -5.51 4.86
H -0.36 -4.65 4.22
H 1.39 -4.69 2.74
C -6.47 2.53 3.56
O -6.23 1.30 2.90
H -6.71 2.33 4.61
H -5.58 3.16 3.51
H -7.31 3.05 3.10
H -6.02 1.50 1.98
C -0.17 7.83 2.01
O 0.49 6.57 1.98
H -1.21 7.69 1.73
H -0.12 8.25 3.02
H 0.31 8.52 1.31
H 1.41 6.71 2.23
C -3.00 -4.38 -5.50
O -1.77 -4.36 -4.78
H -2.98 -5.19 -6.22
H -3.83 -4.53 -4.81
H -3.14 -3.43 -6.03
H -1.82 -3.63 -4.15
C 3.76 -5.77 5.83
O 3.85 -4.73 4.87
H 3.49 -6.70 5.32
H 4.72 -5.91 6.33
H 2.99 -5.53 6.57
H 4.09 -3.92 5.34
C -4.63 -1.11 4.28
O -4.40 -1.41 2.90
H -4.58 -0.03 4.41
H -5.61 -1.46 4.58
H -3.86 -1.58 4.89
H -4.45 -2.37 2.81
C 0.38 -1.25 4.70
O 0.61 0.10 5.06
H -0.69 -1.40 4.57
H 0.89 -1.48 3.76
H 0.74 -1.92 5.49
H 1.56 0.21 5.18
C 4.97 1.38 -5.90
O 4.49 2.68 -6.24
H 6.05 1.40 -5.91
H 4.61 1.10 -4.91
H 4.61 0.66 -6.64
H 3.53 2.64 -6.23
C -4.55 -6.23 -8.84
O -3.31 -5.99 -8.17
H -5.09 -5.29 -8.92
H -4.36 -6.62 -9.84
H -5.15 -6.94 -8.27
H -2.85 -6.83 -8.11
C 4.85 0.40 5.37
O 3.86 0.12 6.35
H 4.35 0.57 4.41
H 5.40 1.31 5.65
H 5.54 -0.44 5.27
H 4.31 -0.02 7.19
*
```

Summary:
Calculated total energy = -143658.528 eV
HOMO-LUMO gap = 9.76 eV

Atom charges from the Mulliken analysis, given in e for atoms 1 to 4:
1 N -0.58
2 C -0.18
3 C 0.60
4 C -0.76